ORCA calculation (ωB97M-V/def2-TZVPD) on a 15-piece molecular cluster, C8H26B2O29 overall in a non-equilibrium geometry.

## Properties
- E_tot (eV) = -69461.7168
- maximum force (Eh/bohr) = 0.1285
- orbital gap (eV) = 8.5
- energy above the lowest of the compared OMol25 structures with the same formula, charge and spin (kcal/mol) = 82.2

The geometry in ORCA input format:
```
! wB97M-V def2-TZVPD RIJCOSX def2/J DEFGRID3
* xyz -2 1
O -0.14461 7.82605 0.36435
C -0.65711 6.98472 -0.40946
O -1.89208 6.57015 -0.40998
B -2.03784 5.54283 -1.56789
O -0.64612 5.41678 -2.09384
C 0.18600 6.25625 -1.50934
O 1.38726 6.40935 -1.71930
O -3.00475 6.11384 -2.49949
C -4.07175 5.38156 -2.63423
O -5.04069 5.56324 -3.29880
C -3.87592 4.09393 -1.73295
O -2.69016 4.22129 -1.20232
O -4.78361 3.27781 -1.55437
O 1.25383 -0.95247 2.69906
C 1.01164 -0.73086 1.51903
O 0.66021 -1.67484 0.60985
B 0.31701 -0.95162 -0.63282
O 0.76098 0.41719 -0.50493
C 0.97714 0.65256 0.84540
O 1.20151 1.82369 1.33968
O 1.04145 -1.63646 -1.81906
C 0.08182 -2.07374 -2.65219
O 0.26734 -2.89061 -3.58177
C -1.31059 -1.54584 -2.09817
O -1.11037 -1.04549 -0.87221
O -2.35630 -1.58346 -2.75285
O 4.34536 -3.11622 7.58078
H 3.62850 -2.74226 7.06843
H 4.36845 -2.59066 8.38046
O 0.78646 -7.59680 -1.79777
H 1.56225 -7.56832 -1.23780
H 0.86702 -6.82546 -2.35882
O 1.68525 0.02366 9.74119
H 1.46581 0.38013 10.60200
H 0.97280 0.31487 9.17211
O -7.38922 -2.46441 -6.55536
H -6.55500 -2.62718 -6.11510
H -7.91534 -1.99623 -5.90710
O -2.83312 2.63758 3.53133
H -2.13462 3.29054 3.57584
H -3.09562 2.62932 2.61087
O -0.69368 -7.58162 -7.16937
H -0.38552 -6.78131 -6.74421
H 0.06393 -8.16654 -7.15775
O 6.09935 -3.21220 -4.54228
H 6.23987 -2.28967 -4.32915
H 5.15707 -3.28233 -4.69528
O 0.56052 2.27384 -5.91166
H 0.62794 3.10853 -5.44801
H 1.32075 1.77297 -5.61596
O 0.21086 -5.88648 4.75205
H -0.59527 -6.33688 4.50001
H 0.78217 -5.97188 3.98882
O 6.96659 -0.31258 3.91959
H 6.05448 -0.46356 4.16761
H 7.39105 -1.16245 4.03702
O -3.08532 0.97728 -8.43492
H -2.32195 1.30870 -7.96200
H -3.52057 0.39636 -7.81097
O 3.38115 2.79586 6.52983
H 3.48760 2.04966 7.11983
H 3.25045 2.40277 5.66691
O -1.73880 0.27679 7.13603
H -2.57792 0.20071 7.59028
H -1.95803 0.66965 6.29115
*
```

Mulliken population analysis, charges in e, atoms 1 to 4: -0.66, 0.56, -0.44, 0.95



ORCA calculation (ωB97M-V/def2-TZVPD) on C8H26Be2N12O12Pb as an isolated structure in a non-equilibrium geometry.

## Properties
- E_tot (eV) = -57174.5036
- maximum force (Eh/bohr) = 0.0681
- orbital gap (eV) = 1.7

The geometry in ORCA input format:
```
! wB97M-V def2-TZVPD RIJCOSX def2/J DEFGRID3
* xyz 4 1
Be -19.57149 -17.16477 23.10876
Be -19.60744 -21.85048 24.04891
Pb -19.27688 -22.50418 19.93444
O -20.25796 -20.17102 19.70701
C -19.82317 -19.48080 20.82384
O -20.03557 -18.26279 20.87899
O -19.30912 -20.13464 21.79635
H -20.73565 -19.39301 19.29575
O -15.71782 -22.43907 22.50042
C -16.77860 -22.57176 21.70717
O -17.96962 -22.70046 22.19639
O -16.65440 -22.75632 20.49563
H -16.14335 -22.16719 23.32970
C -23.40959 -15.61099 21.62844
O -23.39365 -14.42580 21.25969
N -22.48671 -16.49918 21.15485
N -24.28723 -16.00086 22.56988
H -22.22086 -17.31574 21.67774
H -21.93268 -16.13025 20.39325
H -25.00575 -15.29700 22.69530
H -24.47633 -16.98444 22.70893
C -22.16930 -23.00576 17.72913
O -21.16697 -22.67357 18.41266
N -22.35763 -24.25036 17.21841
N -23.04090 -22.12065 17.24728
H -23.01991 -24.48173 16.49965
H -21.55794 -24.82085 17.44832
H -22.78330 -21.15846 17.40116
H -23.67942 -22.36982 16.51190
C -23.96687 -19.75009 21.03241
O -24.77304 -19.59582 21.97896
N -24.28365 -19.52982 19.76461
N -22.73467 -20.28051 21.16512
H -23.60028 -19.64623 19.03366
H -25.20292 -19.31682 19.40744
H -22.39635 -20.45860 22.09697
H -22.08205 -20.45973 20.42471
C -21.08578 -19.02561 16.74488
O -21.68510 -18.72831 17.82885
N -19.76835 -18.96223 16.56657
N -21.81145 -19.37590 15.68171
H -19.38319 -19.23075 15.67559
H -19.16324 -18.57832 17.27129
H -22.81387 -19.30650 15.67862
H -21.24798 -19.35028 14.84558
C -18.33552 -15.92963 18.10108
O -18.08971 -15.62916 16.93976
N -19.53517 -16.39850 18.56868
N -17.40288 -15.83647 19.06617
H -20.19886 -16.44205 17.80702
H -19.66388 -16.87724 19.44277
H -17.61585 -15.99536 20.03292
H -16.51667 -15.48267 18.73335
C -16.28528 -17.71631 22.13435
O -17.38440 -17.13671 21.95028
N -16.15926 -19.06175 22.05657
N -15.09451 -17.08436 22.20678
H -15.28729 -19.53020 21.87563
H -17.05259 -19.52221 21.96926
H -14.33467 -17.54808 21.73389
H -15.18094 -16.07660 22.18843
*
```

Mulliken population analysis, charges in e, atoms 1 to 4: 1.01, 1.11, 1.52, -0.01



ORCA calculation (ωB97M-V/def2-TZVPD) on C8H26CdIN2O4 as an isolated structure in a non-equilibrium geometry.

## Properties
- E_tot (eV) = -32545.3367
- maximum force (Eh/bohr) = 0.0495
- orbital gap (eV) = 5.4

The geometry in ORCA input format:
```
! wB97M-V def2-TZVPD RIJCOSX def2/J DEFGRID3
* xyz 1 1
Cd -20.59841 35.04123 25.72185
I -23.21201 34.82784 24.79627
C -21.43283 39.16835 26.78625
C -21.25402 37.83786 26.03432
C -20.08922 37.86388 25.04778
O -19.87002 36.58000 24.44372
C -18.92044 36.57141 23.32679
N -21.06191 36.71461 26.99687
H -20.77018 39.92947 26.36892
H -21.33628 39.05706 27.86132
H -22.42373 39.55848 26.55032
H -22.18570 37.56821 25.53705
H -19.17742 38.34198 25.42669
H -20.37737 38.58613 24.27472
H -17.95582 36.62828 23.82885
H -19.15185 37.40833 22.67364
H -19.00628 35.65078 22.75729
H -20.17764 36.88591 27.48934
H -21.73639 36.70517 27.75827
C -27.42078 34.60909 24.09796
C -27.44528 36.10619 24.37652
C -28.87550 36.62430 24.62496
O -29.21565 36.09714 25.90900
C -30.34445 36.72086 26.43753
N -26.55607 36.56491 25.45654
H -27.99278 34.29057 23.22996
H -27.73611 34.07987 25.00143
H -26.38443 34.28236 23.95834
H -27.01695 36.63396 23.51385
H -29.54712 36.20736 23.87490
H -28.83847 37.71187 24.54759
H -31.25675 36.65401 25.83385
H -30.19540 37.78044 26.69759
H -30.59053 36.29499 27.41655
H -27.02980 36.26002 26.31071
H -25.69113 36.03276 25.46335
O -24.91360 33.85608 21.45249
H -25.40928 34.62258 21.14231
H -24.29860 34.20651 22.10706
O -24.34718 31.73804 25.97866
H -23.40067 31.65131 25.83347
H -24.52954 32.67975 25.85019
*
```

Mulliken population analysis, charges in e, atoms 1 to 4: 0.67, -0.24, -1.24, 0.60



ORCA calculation (ωB97M-V/def2-TZVPD) on a 5-piece molecular cluster, C8H26INO6 overall in a non-equilibrium geometry.

## Properties
- E_tot (eV) = -30590.4820
- maximum force (Eh/bohr) = 0.0333
- orbital gap (eV) = 7.4
- energy above the lowest of the compared OMol25 structures with the same formula, charge and spin (kcal/mol) = 10.6

The geometry in ORCA input format:
```
! wB97M-V def2-TZVPD RIJCOSX def2/J DEFGRID3
* xyz 0 1
O -1.30660 -8.70305 0.52120
H -2.02030 -8.29029 1.12615
H -1.35104 -8.37582 -0.39391
H -1.36016 -9.67569 0.51462
I -4.21189 -8.29857 2.19430
C -3.74438 -2.75274 4.83077
C -4.27374 -3.72677 3.79668
C -3.66924 -3.60572 2.40684
O -4.15791 -2.39656 1.85370
C -3.84327 -2.25276 0.49688
N -4.15076 -5.09838 4.23958
H -4.24962 -2.83311 5.79261
H -3.72454 -1.72264 4.47637
H -2.69024 -2.97367 5.05384
H -5.30390 -3.34983 3.66677
H -3.93805 -4.46005 1.77711
H -2.57198 -3.56590 2.47224
H -4.27303 -3.03341 -0.13834
H -2.76310 -2.13392 0.33456
H -4.26136 -1.30151 0.15862
H -4.48616 -5.78683 3.56543
H -4.75676 -5.35131 5.01611
C -6.95125 -4.51120 -1.23855
C -6.49880 -5.23908 0.00382
O -6.22266 -6.58977 -0.30360
O -7.37161 -3.19856 -0.78760
H -7.74692 -5.00963 -1.79132
H -6.07870 -4.32890 -1.87616
H -7.30947 -5.14193 0.73726
H -5.62076 -4.75437 0.43713
H -6.05008 -7.07655 0.51267
H -7.22687 -2.65119 -1.56393
C -7.03638 -11.51409 1.48421
C -7.69438 -12.55603 0.59567
O -7.52830 -13.88530 1.02684
O -5.66226 -11.43785 1.11849
H -7.15663 -11.82114 2.52645
H -7.54642 -10.56616 1.28734
H -7.43257 -12.46166 -0.46208
H -8.75252 -12.26410 0.59246
H -6.72811 -14.25454 0.64732
H -5.30714 -10.58510 1.40719
*
```

Mulliken population analysis, charges in e, atoms 1 to 4: -0.37, 0.09, 0.46, 0.48



ORCA calculation (ωB97M-V/def2-TZVPD) on C8H26N12O12Pb as an isolated structure in a non-equilibrium geometry.

## Properties
- E_tot (eV) = -56412.1871
- maximum force (Eh/bohr) = 0.1691
- orbital gap (eV) = 3.6
- energy above the lowest of the compared OMol25 structures with the same formula, charge and spin (kcal/mol) = 331.6

The geometry in ORCA input format:
```
! wB97M-V def2-TZVPD RIJCOSX def2/J DEFGRID3
* xyz 0 1
Pb -4.91558 -2.19422 2.90914
O -0.64769 -3.37065 5.67314
C -1.65957 -2.70168 6.27676
O -2.50214 -2.15324 5.59432
O -1.76001 -2.68868 7.53783
H -0.98452 -3.26034 4.78096
O -0.46191 -0.39677 -0.07980
C -1.25822 -1.04881 0.73013
O -2.44644 -0.65423 0.76615
O -0.75317 -1.93596 1.40969
H 0.32985 -0.90990 0.09747
C 1.25488 2.96543 -3.13193
O 1.53356 3.76093 -4.10154
N 0.19118 2.26757 -3.05353
N 1.96742 2.60442 -2.16158
H 0.06709 1.64092 -2.27122
H -0.37198 2.22896 -3.89106
H 2.86833 3.04665 -2.04807
H 1.52415 2.02095 -1.46647
C 2.06654 4.28662 2.33378
O 3.12179 3.89171 1.94187
N 1.87575 5.54249 2.61338
N 1.05929 3.52198 2.63433
H 2.63070 6.12462 2.27981
H 0.97856 5.88845 2.92234
H 0.15409 3.94216 2.78977
H 1.25219 2.55423 2.41903
C -3.28643 -1.05070 -4.63186
O -3.41078 0.10189 -4.45522
N -3.43471 -1.64290 -5.70090
N -2.97729 -1.80435 -3.62385
H -3.05441 -2.57766 -5.74203
H -3.80228 -1.08951 -6.46165
H -2.58485 -2.72075 -3.78604
H -2.87707 -1.33594 -2.73466
C 4.96203 -0.24014 -0.65989
O 4.21064 -0.60608 0.16731
N 5.48749 0.96331 -0.69332
N 5.40076 -0.91525 -1.61793
H 5.49473 1.42762 0.20360
H 6.18959 1.21312 -1.37503
H 5.63482 -0.30330 -2.38659
H 5.25218 -1.90077 -1.78156
C 1.76434 -6.53141 0.57656
O 2.06587 -7.64238 0.17017
N 0.48305 -6.20644 0.82767
N 2.47451 -5.44719 0.51929
H -0.10759 -6.99869 0.61891
H 0.09396 -5.36146 1.22101
H 2.23946 -4.54957 0.91821
H 3.37212 -5.54083 0.06583
C -4.51767 3.63645 0.91542
O -4.90769 4.79663 1.06473
N -5.13944 2.74636 0.13328
N -3.40282 3.33677 1.55624
H -6.08126 2.84040 -0.21919
H -4.78802 1.80127 0.19182
H -2.94841 2.45563 1.36336
H -2.91872 4.17252 1.85166
*
```

Mulliken population analysis, charges in e, atoms 1 to 4: 1.27, -0.42, 0.69, -0.52